This record from the OMol25 dataset describes a 5-piece molecular cluster, C2H17N2O4 overall in a non-equilibrium geometry. The level of theory is the ωB97M-V functional and the def2-TZVPD basis.

Output
max |F|: 1.9 eV/A
net charge: +1
relative energy (zero: lowest compared OMol25 entry of this formula, charge and spin): 14.16 kcal/mol
orbital gap: 9.9794 eV

Last column: Löwdin charge in e.
Element x y z (Å)
O  -1.5127  1.2588  2.2136  -0.030
O  2.0411  -2.0960  1.5622  -0.045
O  -1.5778  -2.1575  -1.4372  -0.045
O  -2.8571  1.8919  -0.0668  -0.047
N  0.7357  0.3887  1.1185  0.151
N  1.4308  0.3174  -2.4980  0.017
C  1.2744  0.9191  -0.1526  -0.136
C  0.5789  0.1631  -1.3210  -0.262
H  2.3520  0.8519  -0.2600  0.127
H  1.3184  0.5614  1.8989  0.139
H  2.1027  -0.4399  -2.4563  0.077
H  2.9439  -2.2113  1.2451  0.061
H  -0.4469  0.4871  -1.4522  0.115
H  0.6272  -0.8605  -0.9497  0.080
H  -3.0202  2.7986  0.2255  0.066
H  0.9034  0.1193  -3.3422  0.081
H  2.0056  -2.8413  2.1791  0.067
H  -3.5486  1.7388  -0.7213  0.072
H  -0.1448  0.8590  1.4984  0.099
H  -1.8683  0.5607  2.7662  0.082
H  0.6026  -0.6195  1.0820  0.108
H  1.0100  1.9611  -0.2510  0.126
H  -2.2553  1.5820  1.6713  0.036
H  -1.6436  -2.9914  -1.9058  0.048
H  -1.0514  -2.2415  -0.6466  0.011